(1)
123
Properties=species:S:1:pos:R:3:mulliken_charge:R:1 method="wB97M-V/def2-TZVPD" orbital_gap_ev="6.162 / 6.747" relative_energy_kcal_mol=0.0 multiplicity=6 total_charge=+1
Ru 0.159 0.207 -0.167 1.938
O 3.088 1.490 2.872 -0.748
C 2.090 1.085 2.296 -0.017
O 2.050 0.429 1.197 -0.496
C 0.698 1.377 2.928 -0.963
P -0.422 1.937 1.600 1.538
C -0.051 3.736 1.584 0.311
C 1.264 4.185 1.703 -0.537
C 1.551 5.539 1.614 -0.858
C 0.536 6.459 1.394 -0.710
C -0.778 6.023 1.297 -0.741
C -1.071 4.671 1.393 -0.579
C -2.086 1.960 2.358 0.663
C -3.196 1.782 1.536 0.943
C -4.481 1.839 2.053 -0.853
C -4.667 2.065 3.409 -0.790
C -3.566 2.239 4.237 -0.757
C -2.282 2.193 3.717 -0.473
H 0.786 2.099 3.737 0.637
H 0.324 0.424 3.309 0.088
H 2.070 3.488 1.891 0.300
H 2.573 5.875 1.730 0.500
H 0.765 7.514 1.322 0.404
H -1.579 6.740 1.171 0.477
H -2.105 4.345 1.353 0.431
H -3.044 1.583 0.480 -0.589
H -5.337 1.702 1.404 0.451
H -5.667 2.106 3.819 0.409
H -3.710 2.419 5.295 0.446
H -1.435 2.343 4.374 0.428
C 2.840 2.406 -0.884 -0.681
Si 3.352 0.671 -1.479 0.724
C 4.251 1.034 -3.122 -1.693
C 4.607 -0.234 -0.411 -1.194
N 1.828 -0.160 -1.736 1.821
C 1.510 -0.989 -2.722 0.269
C 2.446 -1.472 -3.685 -0.993
C 2.056 -2.241 -4.744 -1.105
C 0.698 -2.578 -4.916 -1.199
C -0.233 -2.186 -3.990 -0.748
C 0.121 -1.427 -2.844 -0.349
N -0.760 -1.087 -1.891 1.208
Si -2.281 -1.898 -1.627 -0.087
C -2.020 -3.756 -1.442 -0.927
C -3.567 -1.603 -3.002 -1.382
C -3.010 -1.133 -0.054 -0.091
H 3.440 2.691 -0.018 0.535
H 1.794 2.407 -0.569 -0.581
H 2.978 3.168 -1.656 0.605
H 4.827 1.957 -3.020 0.523
H 3.573 1.145 -3.973 0.367
H 4.962 0.243 -3.371 0.448
H 5.609 0.109 -0.676 0.472
H 4.566 -1.315 -0.570 0.283
H 4.433 -0.031 0.645 0.107
H 3.490 -1.231 -3.547 0.365
H 2.790 -2.593 -5.458 0.408
H 0.392 -3.170 -5.769 0.397
H -1.268 -2.479 -4.109 0.282
H -1.352 -4.135 -2.219 0.313
H -2.960 -4.307 -1.513 0.536
H -1.563 -3.985 -0.478 0.033
H -3.135 -1.582 -4.006 0.404
H -4.129 -0.677 -2.857 0.300
H -4.287 -2.424 -2.983 0.431
H -3.081 -1.876 0.739 0.474
H -4.008 -0.717 -0.202 0.739
H -2.364 -0.330 0.319 -1.088
C -3.248 -3.758 4.028 -0.797
C -2.908 -2.413 4.061 -0.743
C -1.866 -1.943 3.277 -0.152
C -1.128 -2.811 2.472 0.496
C -1.510 -4.146 2.408 -0.808
C -2.561 -4.617 3.184 -0.916
As 0.403 -2.070 1.483 2.097
C 1.677 -1.991 2.974 0.312
C 3.029 -2.048 2.642 -0.403
C 4.002 -1.982 3.621 -0.623
C 3.637 -1.865 4.956 -0.765
C 2.297 -1.826 5.298 -0.726
C 1.319 -1.881 4.312 -0.325
C 1.186 -3.683 0.706 -0.603
C 1.494 -3.712 -0.646 0.419
C 2.131 -4.809 -1.209 -0.545
C 2.451 -5.899 -0.417 -0.792
C 2.156 -5.877 0.941 -0.862
C 1.539 -4.772 1.503 -0.320
H -4.053 -4.133 4.647 0.386
H -3.453 -1.730 4.700 0.504
H -1.641 -0.880 3.276 0.319
H -0.989 -4.828 1.749 0.332
H -2.838 -5.662 3.131 0.450
H 3.317 -2.131 1.601 0.316
H 5.048 -2.012 3.346 0.430
H 4.398 -1.806 5.723 0.397
H 2.003 -1.753 6.337 0.433
H 0.278 -1.852 4.605 0.394
H 1.235 -2.865 -1.260 -0.257
H 2.379 -4.800 -2.263 0.513
H 2.936 -6.765 -0.850 0.408
H 2.416 -6.720 1.569 0.436
H 1.343 -4.741 2.569 0.548
C -0.158 3.049 -4.352 -1.143
C 0.116 1.948 -3.303 0.291
N -0.858 2.044 -2.213 1.421
C -2.178 1.670 -2.715 0.265
C -2.516 2.498 -3.979 -1.057
N -1.516 3.610 -4.062 0.131
C -1.483 4.364 -2.769 -1.257
C -0.895 3.410 -1.702 0.277
H -0.149 2.652 -5.366 0.426
H 0.559 3.867 -4.291 0.343
H 1.120 2.043 -2.896 -0.745
H 0.037 0.954 -3.743 0.137
H -2.912 1.847 -1.928 0.492
H -2.175 0.606 -2.940 -0.714
H -3.516 2.926 -3.933 0.388
H -2.432 1.906 -4.888 0.358
H -1.783 4.245 -4.812 0.302
H -2.502 4.667 -2.532 0.328
H -0.875 5.257 -2.895 0.391
H -1.501 3.442 -0.801 -0.511
H 0.116 3.708 -1.423 0.542

---

(2)
124
Properties=species:S:1:pos:R:3:mulliken_charge:R:1 method="wB97M-V/def2-TZVPD" orbital_gap_ev="4.778 / 4.779" total_charge=0
W 0.224 -0.061 -0.118 3.397
C 1.168 0.449 6.374 -1.148
C 1.915 -0.374 5.321 -1.249
C 1.809 0.202 3.947 1.095
C 2.720 0.999 3.293 1.004
C 4.018 1.525 3.812 -1.210
C 3.900 2.973 4.294 -1.075
C 2.188 1.247 1.994 0.352
N 0.984 0.566 1.809 -0.932
C 0.725 -0.017 3.049 0.152
C -0.455 -0.676 3.358 -0.951
C -1.539 -0.798 2.491 -0.383
C -2.756 -1.455 2.831 1.510
C -2.988 -2.297 4.048 -1.307
C -3.765 -1.600 5.168 -1.453
C -3.608 -1.275 1.764 1.132
C -2.873 -0.583 0.759 -0.189
C -3.363 -0.336 -0.517 -0.492
C -2.656 0.229 -1.568 0.005
N -1.363 0.725 -1.458 -0.900
C -1.165 1.407 -2.656 0.316
C -0.079 2.234 -2.891 -1.302
C 0.953 2.462 -1.983 0.327
N 1.086 1.831 -0.746 -1.156
C 2.225 2.410 -0.187 -0.317
C 2.724 2.135 1.082 -1.085
C 2.838 3.316 -1.095 1.718
C 2.032 3.354 -2.214 1.312
C 2.232 4.145 -3.466 -1.383
C 1.381 5.415 -3.502 -1.140
C 4.136 4.027 -0.893 -1.469
C 3.961 5.355 -0.159 -1.172
C -2.269 1.237 -3.544 0.807
C -3.195 0.480 -2.867 0.924
C -4.503 -0.025 -3.382 -1.137
C -5.666 0.908 -3.041 -1.180
C -2.397 1.841 -4.907 -1.224
C -2.873 3.295 -4.826 -1.083
N -1.583 -0.290 1.195 -0.934
C -5.018 -1.766 1.670 -1.308
C -5.098 -3.164 1.049 -0.727
H 1.250 -0.029 7.349 0.401
H 0.115 0.534 6.116 0.272
H 1.587 1.450 6.442 0.266
H 1.516 -1.392 5.319 0.335
H 2.968 -0.432 5.604 0.456
H 4.778 1.456 3.031 0.312
H 4.349 0.903 4.646 0.402
H 3.534 3.616 3.498 0.227
H 4.868 3.345 4.622 0.411
H 3.203 3.036 5.127 0.250
H -0.558 -1.078 4.355 0.631
H -2.019 -2.624 4.436 0.379
H -3.531 -3.196 3.738 0.354
H -3.240 -0.710 5.508 0.278
H -3.882 -2.281 6.010 0.461
H -4.755 -1.300 4.830 0.307
H -4.379 -0.636 -0.708 0.448
H -0.074 2.811 -3.804 0.472
H 3.617 2.661 1.375 0.458
H 1.981 3.525 -4.333 0.285
H 3.286 4.418 -3.548 0.375
H 0.328 5.172 -3.381 0.210
H 1.515 5.925 -4.453 0.416
H 1.669 6.090 -2.700 0.278
H 4.589 4.218 -1.870 0.557
H 4.824 3.386 -0.338 0.291
H 3.285 5.999 -0.715 0.248
H 4.918 5.861 -0.057 0.432
H 3.544 5.190 0.831 0.203
H -4.703 -1.017 -2.970 0.260
H -4.443 -0.132 -4.468 0.549
H -5.758 1.022 -1.963 0.248
H -6.602 0.513 -3.430 0.426
H -5.496 1.890 -3.475 0.226
H -3.116 1.266 -5.494 0.390
H -1.440 1.805 -5.434 0.319
H -3.870 3.345 -4.396 0.239
H -2.899 3.751 -5.814 0.420
H -2.207 3.875 -4.193 0.199
H -5.625 -1.074 1.081 0.521
H -5.442 -1.812 2.675 0.277
H -4.788 -3.135 0.006 -0.082
H -6.116 -3.552 1.097 0.532
H -4.441 -3.845 1.588 0.182
O -0.269 -1.370 -2.505 -0.018
C 0.007 -2.752 -2.770 -0.437
C -1.268 -3.586 -2.622 -1.204
C -2.110 -3.104 -1.436 -0.693
C -1.456 -3.351 -0.109 0.439
C -1.782 -4.493 0.608 -0.759
C -1.173 -4.761 1.827 -1.179
C -0.217 -3.865 2.274 -1.700
C 0.078 -2.759 1.500 -0.440
N -0.537 -2.463 0.328 1.638
H 0.166 -0.844 -3.200 0.015
H 0.754 -3.094 -2.050 -0.156
H 0.402 -2.874 -3.783 0.575
H -0.991 -4.634 -2.500 0.399
H -1.881 -3.500 -3.519 0.447
H -3.077 -3.608 -1.470 0.629
H -2.269 -2.034 -1.567 -0.647
H -2.498 -5.188 0.196 0.618
H -1.406 -5.656 2.383 0.481
H 0.320 -4.029 3.195 0.621
H 0.910 -2.120 1.785 0.384
Cl 4.271 0.447 -0.675 -0.181
C 4.169 -1.198 -0.174 0.434
C 5.355 -1.814 0.151 -0.437
C 5.386 -3.177 0.387 -0.729
C 4.207 -3.881 0.236 -0.591
C 3.019 -3.235 -0.047 0.583
Cl 1.682 -4.321 -0.291 -0.249
C 2.877 -1.817 -0.189 -0.617
N 1.754 -1.108 -0.314 0.324
H 6.257 -1.224 0.188 0.474
H 6.308 -3.677 0.630 0.408
H 4.198 -4.958 0.325 0.443
N 1.634 0.143 -4.272 -0.603
N 2.065 -0.018 -2.907 -0.339
H 2.430 0.290 -4.898 0.339
H 1.067 0.994 -4.290 -0.038
H 2.739 0.696 -2.621 0.193
H 2.529 -0.922 -2.837 0.310

---

| no. | largest force on an atom (hartree/bohr) |
| --- | --- |
| 1 | 0.0190 |
| 2 | 0.0403 |